Record 1
Computed, not measured: a structure of composition C10H12N at a distorted geometry, with ωB97M-V/def2-TZVPD.

Computed properties:
* spin multiplicity: 1
* relative energy (zero: lowest compared OMol25 entry of this formula, charge and spin): 82.7 kcal/mol
* E_HOMO: -12.81 eV
* orbital gap: 7.97 eV
* net charge: +1

Element x y z (Å)
C (3.05, -1.60, -0.02)
C (3.66, -0.37, 0.02)
C (1.64, -1.75, -0.03)
C (2.93, 0.86, 0.06)
C (0.95, -0.57, 0.02)
C (1.60, 0.69, 0.09)
C (-0.32, 0.19, -0.03)
C (-2.45, -1.64, 0.36)
C (-0.13, 2.71, 0.10)
C (-2.23, -0.38, -0.40)
N (0.27, 1.35, 0.07)
H (3.66, -2.49, -0.05)
H (4.73, -0.30, 0.01)
H (1.18, -2.72, -0.08)
H (3.44, 1.81, 0.07)
H (-1.84, -2.45, -0.02)
H (-3.50, -1.91, 0.26)
H (-2.25, -1.51, 1.42)
H (-0.89, 2.87, 0.87)
H (-0.55, 3.02, -0.86)
H (0.74, 3.33, 0.32)
H (-2.77, 0.49, -0.06)
H (-2.18, -0.48, -1.48)



Record 2
Computed, not measured: an isolated molecule of C23H34N2O3, with ωB97M-V/def2-TZVPD.

Computed properties:
* spin multiplicity: 1
* relative energy (zero: lowest compared OMol25 entry of this formula, charge and spin): 96.7 kcal/mol
* E_HOMO: -9.10 eV
* orbital gap: 9.70 eV

Element x y z (Å)
C (0.32, 1.80, 0.15)
C (0.70, 0.39, -0.30)
C (2.05, -0.16, 0.20)
C (2.60, 0.56, 1.42)
C (2.12, -1.70, 0.35)
C (3.50, -1.70, -0.33)
C (3.74, -2.75, -1.39)
O (2.84, -3.34, -1.97)
N (5.04, -2.97, -1.70)
C (6.24, -2.16, -1.49)
C (6.96, -3.11, -2.49)
C (7.93, -4.09, -1.86)
C (9.24, -3.30, -1.93)
C (9.33, -2.31, -0.78)
O (9.18, -1.10, -0.93)
N (9.54, -2.84, 0.44)
C (9.91, -4.16, 0.87)
C (11.39, -3.97, 1.24)
C (11.94, -2.75, 1.40)
C (11.11, -1.45, 1.49)
C (9.71, -2.04, 1.65)
C (8.30, -1.81, 2.15)
C (7.77, -3.30, 2.15)
C (8.85, -4.44, 2.02)
C (9.08, -2.59, -3.28)
O (7.68, -2.50, -3.53)
C (5.58, -3.66, -2.87)
C (3.18, -0.28, -0.87)
H (-0.65, 2.08, -0.27)
H (0.25, 1.87, 1.23)
H (1.05, 2.54, -0.19)
H (-0.08, -0.29, 0.06)
H (0.67, 0.32, -1.39)
H (3.54, 0.12, 1.73)
H (2.78, 1.62, 1.21)
H (1.91, 0.49, 2.27)
H (2.06, -2.10, 1.37)
H (1.40, -2.21, -0.29)
H (4.33, -1.68, 0.38)
H (6.17, -1.15, -1.89)
H (6.62, -2.12, -0.47)
H (7.64, -4.38, -0.85)
H (8.00, -4.99, -2.47)
H (10.12, -3.95, -1.93)
H (9.82, -4.90, 0.07)
H (12.02, -4.85, 1.30)
H (13.00, -2.67, 1.56)
H (11.44, -0.88, 2.36)
H (11.22, -0.82, 0.60)
H (9.99, -2.75, 2.42)
H (8.30, -1.38, 3.16)
H (7.69, -1.18, 1.51)
H (7.20, -3.49, 3.06)
H (7.07, -3.42, 1.32)
H (8.32, -5.37, 1.80)
H (9.37, -4.60, 2.96)
H (9.50, -1.59, -3.25)
H (9.54, -3.17, -4.08)
H (5.45, -4.74, -2.86)
H (5.20, -3.25, -3.81)
H (2.77, -0.34, -1.88)
H (3.98, 0.46, -0.84)



Record 3
Computed, not measured: a cluster of 3 separate species, C2H2INO3 in total at a distorted geometry, with ωB97M-V/def2-TZVPD.

Computed properties:
* spin multiplicity: 1
* relative energy (zero: lowest compared OMol25 entry of this formula, charge and spin): 67.9 kcal/mol
* E_HOMO: -9.86 eV
* orbital gap: 10.35 eV

Element x y z (Å)
C (2.49, 1.35, -1.35)
C (-0.49, -1.12, 0.22)
N (0.20, -0.23, 0.14)
O (2.32, 0.57, -2.16)
O (2.71, 2.17, -0.56)
O (0.71, 0.84, 0.27)
I (-2.13, 3.34, -0.08)
H (-0.83, 2.43, -0.31)
H (-1.09, -2.00, 0.08)



Record 4
Computed, not measured: a cluster of 13 separate species, C22H73N23O13 in total at a distorted geometry, with ωB97M-V/def2-TZVPD.

Computed properties:
* spin multiplicity: 2
* E_HOMO (alpha / beta): 0.14 / -6.54 eV
* orbital gap (alpha / beta): 1.58 / 8.26 eV
* <S²>: 0.7503
* net charge: -1

Element x y z (Å)
C (2.17, 0.74, 3.81)
O (1.13, 1.32, 3.61)
N (2.74, 0.66, 4.98)
N (2.88, 0.11, 2.84)
H (2.30, 1.10, 5.77)
H (3.63, 0.18, 5.08)
H (2.33, -0.04, 2.00)
H (3.63, -0.50, 3.14)
C (-1.39, -1.29, 5.07)
O (-1.49, -1.43, 3.88)
N (-1.91, -2.12, 5.95)
N (-0.90, -0.20, 5.61)
H (-1.77, -1.97, 6.93)
H (-2.28, -3.00, 5.61)
H (-0.95, -0.10, 6.62)
H (-0.26, 0.27, 4.99)
C (0.80, 1.80, -4.79)
O (-0.41, 1.76, -4.67)
N (1.55, 0.86, -4.29)
N (1.35, 2.80, -5.41)
H (2.53, 1.09, -4.20)
H (1.16, 0.03, -3.87)
H (0.83, 3.61, -5.71)
H (2.36, 2.81, -5.43)
C (-1.67, -3.91, 1.48)
O (-1.61, -4.88, 0.70)
N (-0.65, -3.68, 2.37)
N (-2.66, -3.13, 1.77)
H (-0.72, -3.01, 3.12)
H (-0.02, -4.47, 2.40)
H (-3.51, -3.37, 1.27)
H (-2.61, -2.38, 2.44)
C (0.42, -0.27, 0.13)
O (1.58, 0.01, -0.15)
N (-0.35, -0.84, -0.71)
N (-0.16, -0.04, 1.22)
H (-1.35, -0.72, -0.61)
H (0.08, -0.94, -1.62)
H (0.29, 0.49, 1.95)
H (-1.13, -0.32, 1.21)
C (-3.85, -0.25, -0.18)
O (-2.83, -0.61, 0.33)
N (-4.53, -0.75, -1.17)
N (-4.52, 0.69, 0.38)
H (-5.43, -0.31, -1.30)
H (-4.31, -1.66, -1.55)
H (-5.51, 0.68, 0.21)
H (-4.19, 1.20, 1.18)
C (4.34, 2.90, 0.24)
O (4.78, 3.95, -0.17)
N (4.41, 2.54, 1.52)
N (3.72, 2.09, -0.50)
H (5.04, 3.16, 2.01)
H (4.22, 1.60, 1.83)
H (3.58, 2.21, -1.50)
H (3.11, 1.41, -0.08)
C (0.14, -2.50, -3.86)
O (0.54, -1.69, -3.12)
N (0.49, -3.79, -3.74)
N (-0.62, -2.26, -4.92)
H (0.96, -4.01, -2.87)
H (-0.13, -4.47, -4.14)
H (-0.95, -2.82, -5.69)
H (-0.80, -1.27, -5.01)
C (-3.42, -0.33, -4.46)
O (-4.12, -1.25, -4.62)
N (-3.02, 0.18, -3.33)
N (-2.67, 0.17, -5.46)
H (-3.49, -0.19, -2.52)
H (-2.38, 0.96, -3.31)
H (-2.91, -0.06, -6.42)
H (-2.05, 0.93, -5.23)
C (-3.49, -3.62, -2.53)
O (-4.48, -3.97, -1.95)
N (-3.39, -3.79, -3.84)
N (-2.47, -3.06, -1.85)
H (-4.18, -4.03, -4.42)
H (-2.49, -3.69, -4.28)
H (-2.44, -2.91, -0.85)
H (-1.69, -2.79, -2.44)
C (-2.31, 3.17, 1.81)
C (-2.45, 3.15, 3.35)
C (-3.25, 1.94, 3.85)
O (-3.29, 1.85, 5.23)
C (-4.36, 1.14, 5.80)
N (-1.08, 3.16, 3.91)
H (-1.76, 4.00, 1.36)
H (-3.16, 2.97, 1.16)
H (-1.74, 2.31, 1.47)
H (-2.89, 4.11, 3.60)
H (-2.76, 1.06, 3.44)
H (-4.26, 1.86, 3.44)
H (-5.24, 1.44, 5.24)
H (-4.52, 1.39, 6.85)
H (-4.18, 0.08, 5.63)
H (-0.46, 2.40, 3.70)
H (-1.12, 3.11, 4.92)
C (6.36, -5.27, 1.76)
C (6.11, -4.79, 0.38)
C (5.34, -3.43, 0.10)
O (4.00, -3.66, 0.48)
C (3.14, -2.53, 0.27)
N (7.37, -4.79, -0.39)
H (5.49, -5.11, 2.40)
H (7.18, -4.65, 2.10)
H (6.55, -6.34, 1.63)
H (5.54, -5.56, -0.15)
H (5.48, -3.11, -0.93)
H (5.83, -2.64, 0.66)
H (3.10, -1.75, 1.03)
H (2.15, -2.97, 0.14)
H (3.32, -2.03, -0.68)
H (7.71, -5.74, -0.35)
H (7.16, -4.61, -1.36)
C (1.09, 6.87, -3.20)
C (-0.03, 5.94, -2.63)
C (0.49, 4.48, -2.27)
O (-0.76, 3.87, -1.81)
C (-0.66, 2.53, -1.41)
N (-0.54, 6.52, -1.38)
H (1.44, 6.25, -4.02)
H (1.95, 7.11, -2.58)
H (0.68, 7.79, -3.62)
H (-0.84, 5.91, -3.36)
H (1.29, 4.32, -1.55)
H (0.76, 3.96, -3.19)
H (0.22, 2.04, -1.83)
H (-1.46, 1.91, -1.81)
H (-0.81, 2.38, -0.35)
H (0.23, 6.63, -0.73)
H (-0.99, 5.70, -1.00)



Record 5
Computed, not measured: a cluster of 2 separate species, C5H14 in total at a distorted geometry, with ωB97M-V/def2-TZVPD.

Computed properties:
* spin multiplicity: 1
* relative energy (zero: lowest compared OMol25 entry of this formula, charge and spin): 17.9 kcal/mol
* E_HOMO: -11.01 eV
* orbital gap: 12.09 eV

Element x y z (Å)
C (1.60, 1.23, -2.49)
C (1.09, 0.83, -1.08)
H (1.92, 2.24, -2.66)
H (2.35, 0.54, -2.92)
H (0.82, 0.95, -3.21)
H (1.84, 1.20, -0.38)
H (0.05, 1.15, -1.07)
H (0.93, -0.25, -1.06)
C (-0.42, -0.51, 1.56)
C (-0.64, -1.95, 1.00)
C (-1.66, 0.36, 1.21)
H (-0.20, -0.40, 2.61)
H (0.47, -0.13, 1.05)
H (-1.70, -2.17, 0.89)
H (-2.54, -0.04, 1.71)
H (-1.49, 1.31, 1.72)
H (-1.86, 0.47, 0.16)
H (-0.05, -2.09, 0.10)
H (-0.27, -2.63, 1.77)



Record 6
Computed, not measured: a structure of composition C27H26N4O3PtS at a distorted geometry, with ωB97M-V/def2-TZVPD.

Computed properties:
* spin multiplicity: 1
* E_HOMO: -6.67 eV
* orbital gap: 6.88 eV

Element x y z (Å)
Pt (-0.67, -2.48, 0.10)
C (-0.80, 5.50, 2.02)
O (-0.41, 4.23, 1.55)
C (0.52, 4.19, 0.54)
C (1.13, 5.29, -0.02)
C (2.05, 5.13, -1.06)
C (2.34, 3.87, -1.53)
C (1.73, 2.75, -0.97)
C (0.83, 2.89, 0.08)
N (0.14, 1.85, 0.68)
C (0.26, 0.49, 0.50)
N (1.53, 0.06, 0.36)
C (2.07, -1.21, 0.16)
C (1.36, -2.35, -0.21)
C (2.11, -3.51, -0.42)
C (3.49, -3.54, -0.27)
C (4.18, -2.40, 0.10)
C (3.48, -1.23, 0.32)
O (4.05, -0.04, 0.76)
C (5.19, 0.44, 0.09)
N (-0.76, -0.30, 0.60)
C (-2.06, 0.20, 0.48)
C (-3.05, -0.24, 1.34)
C (-4.35, 0.20, 1.20)
C (-4.68, 1.09, 0.19)
C (-3.71, 1.51, -0.70)
C (-2.40, 1.08, -0.58)
O (-1.38, 1.42, -1.42)
C (-1.65, 2.20, -2.56)
H (-1.55, 5.31, 2.79)
H (-1.24, 6.11, 1.23)
H (0.05, 6.03, 2.47)
H (0.91, 6.28, 0.33)
H (2.52, 6.01, -1.49)
H (3.03, 3.75, -2.35)
H (1.93, 1.78, -1.38)
H (-0.73, 2.15, 1.11)
H (2.25, 0.76, 0.53)
H (1.60, -4.42, -0.73)
H (4.03, -4.46, -0.43)
H (5.25, -2.42, 0.22)
H (6.02, -0.26, 0.13)
H (5.46, 1.36, 0.62)
H (4.96, 0.68, -0.96)
H (-2.78, -0.94, 2.12)
H (-5.12, -0.16, 1.88)
H (-5.69, 1.44, 0.08)
H (-3.99, 2.17, -1.51)
H (-0.68, 2.35, -3.04)
H (-2.07, 3.17, -2.29)
H (-2.32, 1.68, -3.25)
S (-2.78, -3.12, -0.89)
C (-2.39, -4.66, -0.20)
C (-3.14, -5.82, -0.37)
C (-2.65, -7.01, 0.14)
C (-1.41, -7.01, 0.77)
C (-0.74, -5.81, 0.93)
N (-1.23, -4.65, 0.51)
H (-4.08, -5.77, -0.90)
H (-3.21, -7.92, 0.02)
H (-0.98, -7.93, 1.16)
H (0.22, -5.77, 1.43)



Record 7
Computed, not measured: the ion C8H7N4O3 with charge +1 at a distorted geometry, with ωB97M-V/def2-TZVPD.

Computed properties:
* spin multiplicity: 1
* relative energy (zero: lowest compared OMol25 entry of this formula, charge and spin): 4.4 kcal/mol
* E_HOMO (alpha / beta): -12.78 / -12.81 eV
* orbital gap (alpha / beta): 7.41 / 7.50 eV
* net charge: +1

Element x y z (Å)
C (-2.22, -1.21, 0.49)
C (-2.04, 1.63, 0.23)
C (-1.19, -0.56, -0.20)
C (-0.07, -1.54, -0.54)
C (-0.17, 1.52, -1.32)
C (1.64, -0.19, 0.48)
C (1.30, 1.27, 0.66)
C (-1.09, 0.77, -0.36)
N (-3.04, -1.87, 0.98)
N (-2.57, 2.51, 0.73)
N (0.96, 1.79, -0.61)
N (-0.40, -2.99, -0.47)
O (-0.49, 1.80, -2.45)
O (1.09, -1.23, -0.01)
O (2.46, 1.98, 1.02)
H (2.75, -0.50, 0.62)
H (0.49, 1.32, 1.43)
H (1.72, 2.45, -0.84)
H (-1.17, -3.19, -1.20)
H (-0.92, -3.14, 0.50)
H (0.57, -3.58, -0.47)
H (2.37, 2.93, 1.33)



Record 8
Computed, not measured: a cluster of 2 separate species, C3H12NOS in total at a distorted geometry, with ωB97M-V/def2-TZVPD.

Computed properties:
* spin multiplicity: 1
* relative energy (zero: lowest compared OMol25 entry of this formula, charge and spin): 40.5 kcal/mol
* E_HOMO: -13.01 eV
* orbital gap: 9.51 eV
* net charge: +1

Element x y z (Å)
C (-0.49, 1.50, 0.41)
C (-0.41, 0.40, -0.58)
C (0.48, -0.76, -0.19)
S (0.92, -1.31, -1.82)
N (-1.88, -0.02, -1.08)
H (0.42, 2.10, 0.41)
H (-0.63, 1.20, 1.44)
H (-1.24, 2.21, 0.16)
H (-0.13, 0.98, -1.68)
H (1.31, -0.55, 0.45)
H (-0.01, -1.49, 0.47)
H (0.27, -2.41, -1.92)
H (-2.17, -0.74, -0.37)
H (-2.57, 0.76, -1.08)
H (-1.82, -0.59, -1.98)
H (3.03, 0.26, 2.37)
H (2.57, -1.17, 2.72)
O (2.36, -0.38, 2.28)



Record 9
Computed, not measured: the ion HN2O3S with charge -1 at a distorted geometry, with ωB97M-V/def2-TZVPD.

Computed properties:
* spin multiplicity: 1
* relative energy (zero: lowest compared OMol25 entry of this formula, charge and spin): 100.9 kcal/mol
* E_HOMO (alpha / beta): -4.23 / -4.23 eV
* orbital gap (alpha / beta): 8.15 / 8.15 eV
* net charge: -1

Element x y z (Å)
N (1.51, 0.39, 0.21)
N (0.12, 0.96, -0.20)
O (-0.20, 2.14, -0.05)
O (-1.47, -0.71, 1.22)
O (-0.26, -1.56, -0.82)
S (-1.21, -0.62, -0.23)
H (1.51, -0.59, -0.11)



Record 10
Computed, not measured: a structure of composition C18H20CoN2O7S2Se2, with ωB97M-V/def2-TZVPD.

Computed properties:
* spin multiplicity: 5
* relative energy (zero: lowest compared OMol25 entry of this formula, charge and spin): 0.0 kcal/mol
* E_HOMO (alpha / beta): -3.71 / -5.53 eV
* orbital gap (alpha / beta): 5.83 / 7.10 eV
* <S²>: 6.0317
* net charge: -1

Element x y z (Å)
Co (0.18, 1.16, -0.12)
O (-3.09, -0.42, 4.50)
C (-1.74, -0.85, 4.32)
C (-1.21, -0.33, 2.99)
C (-1.35, 1.20, 2.97)
O (-0.64, 1.81, 1.91)
C (-2.04, -0.93, 1.83)
Se (-1.07, -2.29, 0.83)
C (0.28, -0.70, 2.96)
Se (0.89, -1.04, 1.14)
H (-3.40, -0.72, 5.36)
H (-1.68, -1.95, 4.32)
H (-1.11, -0.47, 5.14)
H (-0.97, 1.61, 3.91)
H (-2.40, 1.47, 2.89)
H (0.24, 2.11, 2.29)
H (-2.31, -0.16, 1.12)
H (-2.95, -1.39, 2.22)
H (0.47, -1.61, 3.52)
H (0.91, 0.10, 3.34)
O (6.03, -2.18, -3.66)
C (4.82, -2.44, -4.20)
O (4.75, -3.18, -5.14)
C (3.65, -1.78, -3.57)
C (2.43, -1.84, -4.24)
C (1.29, -1.24, -3.73)
C (1.33, -0.55, -2.50)
C (2.57, -0.48, -1.83)
C (3.69, -1.08, -2.36)
N (0.24, 0.07, -1.93)
C (-0.98, -0.06, -2.44)
C (-2.07, 0.63, -1.86)
C (-3.39, 0.57, -2.36)
C (-4.37, 1.32, -1.78)
C (-4.06, 2.14, -0.68)
C (-2.77, 2.13, -0.21)
N (-1.79, 1.40, -0.76)
H (5.95, -1.52, -2.96)
H (2.39, -2.37, -5.18)
H (0.38, -1.29, -4.30)
H (2.65, 0.08, -0.91)
H (4.60, -1.01, -1.77)
H (-1.19, -0.72, -3.28)
H (-3.60, -0.07, -3.21)
H (-5.38, 1.28, -2.16)
H (-4.81, 2.75, -0.20)
H (-2.47, 2.71, 0.65)
O (1.63, 2.30, 2.95)
S (2.71, 1.99, 1.98)
O (2.90, 0.53, 1.89)
O (3.92, 2.73, 2.20)
S (1.96, 2.58, 0.12)



Record 11
Computed, not measured: the ion C4H9N3 with charge +2 at a distorted geometry, with ωB97M-V/def2-TZVPD.

Computed properties:
* spin multiplicity: 1
* relative energy (zero: lowest compared OMol25 entry of this formula, charge and spin): 94.5 kcal/mol
* E_HOMO (alpha / beta): -18.45 / -18.47 eV
* orbital gap (alpha / beta): 7.43 / 7.46 eV
* net charge: +2

Element x y z (Å)
C (-0.25, 0.87, -0.04)
C (1.92, -0.07, -0.38)
C (-0.56, -1.34, -0.30)
C (-2.46, 0.22, -0.02)
N (-1.09, -0.20, -0.11)
N (1.05, 0.87, 0.03)
N (3.00, -0.37, 0.21)
H (-0.62, 1.84, 0.27)
H (-1.17, -2.24, -0.27)
H (0.51, -1.50, -0.14)
H (-2.91, 1.01, -0.65)
H (-3.10, -0.61, -0.28)
H (-2.73, 0.72, 0.94)
H (1.29, 1.90, 0.05)
H (3.62, -1.06, -0.42)
H (3.50, -0.04, 1.10)



Record 12
Computed, not measured: a cluster of 2 separate species, C4H11N2O in total at a distorted geometry, with ωB97M-V/def2-TZVPD.

Computed properties:
* spin multiplicity: 1
* relative energy (zero: lowest compared OMol25 entry of this formula, charge and spin): 21.2 kcal/mol
* E_HOMO: -14.50 eV
* orbital gap: 10.43 eV
* net charge: +1

Element x y z (Å)
C (1.58, 0.99, -0.71)
C (1.09, 1.31, 0.68)
N (1.85, 2.10, 1.44)
O (-0.03, 0.92, 1.07)
H (2.60, 1.34, -0.85)
H (0.90, 1.38, -1.46)
H (1.64, -0.10, -0.79)
H (2.62, 2.60, 1.07)
H (1.53, 2.30, 2.37)
C (-1.57, -1.61, -1.40)
C (-1.69, -1.49, 0.98)
N (-1.39, -0.93, -0.12)
H (-0.59, -1.84, -1.81)
H (-2.03, -0.89, -2.07)
H (-2.20, -2.49, -1.29)
H (-2.16, -2.47, 0.91)
H (-1.48, -1.03, 1.93)
H (-0.70, -0.09, 0.04)